{
  "formula": "C27H52O27",
  "method": "ωB97M-V/def2-TZVPD",
  "elements": ["C", "O", "C", "O", "O", "C", "H", "H", "H", "H", "H", "H", "C", "O", "C", "O", "O", "C", "H", "H", "H", "H", "H", "H", "C", "O", "C", "O", "O", "C", "H", "H", "H", "H", "H", "H", "C", "O", "C", "O", "O", "C", "H", "H", "H", "H", "H", "H", "C", "O", "C", "O", "O", "C", "H", "H", "H", "H", "H", "H", "C", "O", "C", "O", "O", "C", "H", "H", "H", "H", "H", "H", "C", "O", "C", "O", "O", "C", "H", "H", "H", "H", "H", "H", "C", "O", "C", "O", "O", "C", "H", "H", "H", "H", "H", "H", "O", "C", "O", "C", "C", "O", "H", "H", "H", "H"],
  "coordinates": [[-2.39392, 0.45410, -10.73282], [-1.34569, -0.25078, -9.99872], [-1.60271, -0.70403, -8.83308], [-2.61771, -0.57925, -8.18658], [-0.39280, -1.19568, -8.36984], [-0.13207, -1.50465, -7.05825], [-2.45181, 1.51029, -10.46967], [-3.23619, -0.23487, -10.79609], [-2.13694, 0.54701, -11.78801], [-0.65364, -0.72524, -6.50273], [0.92842, -1.51043, -6.80641], [-0.66416, -2.41572, -6.78450], [1.04550, 8.17800, 6.70269], [1.05073, 7.55599, 5.46588], [1.22280, 6.17825, 5.44025], [1.30521, 5.34363, 6.34829], [1.00190, 5.93162, 4.15635], [0.95461, 4.63548, 3.60617], [1.20630, 9.24915, 6.58082], [1.82562, 7.79906, 7.36293], [0.12223, 7.95772, 7.23857], [1.51627, 4.44698, 2.69123], [-0.09793, 4.35608, 3.55939], [1.36219, 3.95943, 4.35778], [2.75153, -1.21159, 5.73011], [2.29441, -2.43170, 6.42126], [3.18695, -3.23794, 7.05120], [4.36824, -2.92012, 7.31441], [2.67584, -4.46445, 7.22704], [3.44343, -5.51629, 7.65557], [2.24828, -0.30901, 6.07679], [2.45272, -1.35673, 4.69196], [3.79461, -0.98694, 5.95285], [4.21815, -5.63178, 6.89757], [2.73592, -6.33479, 7.78818], [3.97660, -5.39161, 8.59807], [-5.01571, 3.41733, 0.41328], [-5.84723, 3.40364, 1.55290], [-6.44120, 2.30634, 1.98351], [-6.40982, 1.26638, 1.38103], [-7.07831, 2.54938, 3.18247], [-7.59880, 1.51995, 4.04679], [-4.21948, 2.67748, 0.33117], [-4.65642, 4.44547, 0.45753], [-5.64187, 3.45959, -0.47793], [-8.61132, 1.32475, 3.69354], [-7.52428, 1.93944, 5.05007], [-7.00943, 0.61018, 3.93254], [5.38205, 1.50933, -6.91573], [5.48086, 2.89260, -7.42088], [4.82957, 3.13162, -8.57048], [4.10908, 2.31631, -9.16310], [5.06307, 4.41640, -8.93526], [4.47918, 4.83553, -10.18003], [5.67442, 1.49942, -5.86571], [6.06490, 0.86337, -7.46759], [4.39864, 1.05351, -7.03077], [4.52980, 5.91391, -10.33049], [3.41601, 4.72669, -9.96576], [4.71852, 4.20511, -11.03641], [-2.44989, -1.16885, 3.54951], [-2.32696, -1.28885, 4.94958], [-2.15374, -0.14607, 5.69782], [-1.95503, 1.02220, 5.26978], [-2.45170, -0.42657, 6.97145], [-2.60419, 0.58988, 7.88932], [-1.54393, -0.69241, 3.17491], [-3.23621, -0.47408, 3.25438], [-2.52357, -2.02564, 2.87974], [-1.85232, 0.54105, 8.67699], [-3.56454, 0.33261, 8.33612], [-2.62153, 1.63987, 7.59724], [-4.94111, -6.84563, -1.12105], [-5.28850, -5.53891, -0.78908], [-4.52645, -4.60930, -1.37159], [-3.35606, -4.72122, -1.83652], [-5.24810, -3.56023, -1.48299], [-4.67983, -2.28450, -1.87568], [-5.29536, -7.56488, -0.38262], [-3.85459, -6.92072, -1.07711], [-5.13996, -7.17929, -2.13951], [-3.98201, -1.89314, -1.13541], [-5.55014, -1.62839, -1.86212], [-4.37500, -2.31953, -2.92160], [1.78764, -4.07877, 0.95151], [2.77335, -4.06616, -0.00215], [4.05820, -3.77200, 0.33171], [4.43975, -3.41436, 1.45336], [4.93684, -3.82703, -0.82788], [6.31252, -3.52367, -0.65635], [1.50462, -3.03777, 1.10751], [2.24706, -4.47037, 1.85908], [0.88204, -4.60138, 0.64351], [6.78021, -3.52132, -1.64091], [6.76722, -4.24159, 0.02626], [6.23379, -2.52481, -0.22717], [-0.62199, 0.89253, -1.94846], [0.60776, 0.65473, -1.71874], [1.59420, 0.89897, -2.54047], [2.94251, 0.60000, -2.09278], [2.49940, 0.61160, -0.63465], [1.11779, 0.12887, -0.58397], [3.31355, -0.31183, -2.56076], [3.66095, 1.39958, -2.27339], [2.42325, 1.64122, -0.28512], [3.20493, 0.25327, 0.11497]],
  "forces_ev_per_angstrom": [[0.541, -0.924, -0.763], [0.110, 1.310, -3.378], [0.811, 0.019, 3.695], [0.523, -0.559, -0.385], [-0.254, 0.213, -3.160], [-2.096, 0.421, 1.816], [-0.708, -0.432, 0.970], [-0.604, 0.864, 0.784], [0.972, -0.500, 0.039], [0.352, 0.053, 0.775], [-0.130, -0.099, -0.533], [0.473, -0.367, 0.150], [0.208, 0.051, 1.873], [0.878, -1.959, -0.316], [-1.809, -0.595, 0.885], [0.403, 2.653, -1.908], [0.806, 0.629, -1.288], [-0.281, -1.586, 1.908], [-0.231, -0.156, -0.225], [0.268, -0.044, -0.123], [-0.253, 0.299, -0.101], [-0.190, 0.910, -0.064], [0.038, 0.007, -0.610], [0.149, -0.224, -0.019], [-0.071, -0.364, 0.766], [0.301, -0.205, 0.460], [3.335, 1.066, -0.500], [-3.246, -0.908, -0.460], [-2.133, 2.974, -0.358], [1.489, -0.926, 0.348], [-0.609, -0.446, 0.436], [0.599, -0.030, 0.013], [0.132, -0.647, -0.517], [0.010, -0.850, 0.022], [0.388, -0.180, -0.390], [-0.205, 0.521, 0.168], [-0.547, 1.268, -0.925], [-0.398, 0.498, 1.742], [-0.500, -0.917, 0.642], [-0.214, -0.408, 0.442], [1.234, 0.892, -1.258], [0.374, -0.013, -1.450], [-0.297, -0.075, 0.400], [0.720, -0.257, 0.017], [-0.006, -0.711, -0.149], [-0.103, -0.102, 0.529], [-0.239, -0.202, -0.163], [0.011, 0.002, 0.167], [0.150, 0.183, -0.479], [-0.367, -0.939, 0.101], [-1.388, -1.062, -0.993], [1.729, 1.979, 1.107], [0.872, -0.731, 0.077], [-2.154, -0.383, 0.811], [-0.023, 0.447, -0.179], [0.140, 0.237, -0.094], [-0.144, 0.565, -0.057], [1.122, -0.216, 0.149], [-0.332, -0.298, -0.642], [0.397, 0.218, 0.198], [1.080, 2.293, -1.562], [0.017, 0.164, 1.545], [-0.993, 2.937, -1.860], [-0.215, -4.095, 0.977], [1.094, -1.302, -2.336], [-0.727, 1.037, 2.182], [0.177, 0.222, -0.006], [-0.292, -0.076, 0.346], [-0.295, -0.897, 1.379], [0.178, -0.337, -0.103], [-0.022, 0.425, 0.356], [0.011, -0.357, -0.959], [2.096, -1.690, 0.251], [-0.319, 0.186, -0.220], [3.978, -0.848, -2.110], [-3.408, -0.157, 1.808], [-1.071, 2.374, 0.380], [-1.164, -0.054, -0.190], [-0.521, 0.389, -0.098], [0.182, -0.069, 0.131], [-0.789, 0.435, -0.043], [0.339, -0.408, -0.377], [0.029, -0.005, 0.136], [0.671, -0.134, 0.348], [-0.438, 1.020, 2.085], [3.523, -0.382, -2.991], [1.611, 1.115, 0.611], [-0.883, -1.084, -2.889], [-3.876, -1.152, 1.495], [-0.905, 0.698, 1.058], [-0.221, 0.057, 0.420], [-0.628, -0.098, 0.291], [0.535, -0.329, -0.330], [-0.197, -0.076, 0.150], [0.224, 0.198, -0.056], [1.223, 0.094, 0.137], [5.461, -1.214, 1.017], [-4.990, 0.357, -0.032], [0.655, 1.143, -3.611], [-1.846, 0.003, 1.601], [1.019, 0.381, 1.592], [1.079, 0.103, 0.064], [-0.330, -0.194, 0.295], [-0.490, 0.214, -0.280], [-0.023, 0.414, -0.515], [-0.542, -1.264, -0.091]],
  "fmax_ev_per_a": 5.69,
  "e_homo_ha": -0.385,
  "energy_ev": -84118.441,
  "e_above_lowest_kcal_mol": 155.3,
  "smiles": "COC(=O)OC.COC(=O)OC.COC(=O)OC.COC(=O)OC.COC(=O)OC.COC(=O)OC.COC(=O)OC.COC(=O)OC.O=C1OCCO1",
  "e_lumo_ev": 0.05
}

---

{
  "formula": "C27H68ClF3NO14S10",
  "method": "ωB97M-V/def2-TZVPD",
  "elements": ["C", "N", "C", "C", "O", "C", "F", "F", "F", "C", "C", "O", "Cl", "C", "O", "O", "H", "H", "H", "H", "H", "H", "H", "H", "C", "S", "O", "C", "H", "H", "H", "H", "H", "H", "C", "S", "O", "C", "H", "H", "H", "H", "H", "H", "C", "S", "O", "C", "H", "H", "H", "H", "H", "H", "C", "S", "O", "C", "H", "H", "H", "H", "H", "H", "C", "S", "O", "C", "H", "H", "H", "H", "H", "H", "C", "S", "O", "C", "H", "H", "H", "H", "H", "H", "C", "S", "O", "C", "H", "H", "H", "H", "H", "H", "C", "S", "O", "C", "H", "H", "H", "H", "H", "H", "C", "S", "O", "C", "H", "H", "H", "H", "H", "H", "C", "S", "O", "C", "H", "H", "H", "H", "H", "H"],
  "coordinates": [[-0.56964, 4.87307, -5.41485], [-1.37432, 5.86406, -4.64468], [-1.68146, 7.10460, -5.40860], [-3.29266, 7.30961, -5.28132], [-3.73997, 8.60288, -5.78887], [-5.13761, 8.68663, -5.81156], [-5.59450, 10.04278, -5.91377], [-5.68146, 8.03649, -6.96543], [-5.74967, 8.16892, -4.61806], [-0.99914, 8.37908, -4.66588], [0.59276, 8.32875, -4.64461], [1.29022, 7.31285, -4.41915], [1.55194, 9.87077, -5.02674], [-1.35100, 7.04899, -6.97356], [-0.18707, 7.20193, -7.48812], [-2.40818, 6.87020, -7.87423], [-1.15784, 4.33279, -6.24325], [-0.24563, 4.03367, -4.68780], [0.42557, 5.30597, -5.81580], [-0.87659, 6.13002, -3.77326], [-3.51170, 7.17163, -4.15172], [-3.83182, 6.43568, -5.80943], [-1.33414, 9.29659, -5.28601], [-1.47554, 8.52666, -3.62331], [-1.70152, 0.86422, -1.63046], [-1.73370, 2.66025, -1.44207], [-1.47150, 3.25834, -2.78421], [-0.20085, 2.77310, -0.49141], [-2.55827, 0.56307, -2.23366], [-0.78176, 0.55707, -2.13063], [-1.76984, 0.39440, -0.64681], [0.62541, 2.34785, -1.06409], [-0.31791, 2.23918, 0.45376], [0.00283, 3.82536, -0.28876], [-8.68389, 9.37063, -7.19532], [-9.38480, 10.96387, -6.71815], [-10.78387, 10.71771, -6.25075], [-9.48432, 11.63187, -8.39382], [-8.56809, 8.76138, -6.29840], [-9.35193, 8.86388, -7.89429], [-7.70618, 9.52536, -7.65436], [-10.10216, 10.98363, -9.01784], [-8.48018, 11.71268, -8.81382], [-9.93559, 12.62368, -8.34372], [-1.34095, -4.36378, -1.73613], [-1.37336, -2.56846, -1.55395], [-1.11101, -1.97484, -2.90063], [0.15750, -2.45071, -0.60331], [-2.19885, -4.66540, -2.33921], [-0.42146, -4.67214, -2.23441], [-1.40898, -4.83072, -0.75268], [0.98388, -2.87732, -1.17319], [0.04036, -2.98130, 0.34280], [0.35963, -1.39667, -0.40444], [3.22942, -4.67462, 0.87765], [2.24333, -6.06091, 0.27720], [0.99937, -5.49580, -0.33900], [1.79778, -6.69324, 1.90889], [3.58591, -4.10583, 0.01738], [2.61970, -4.02904, 1.51149], [4.08362, -5.05236, 1.43903], [1.27585, -5.92228, 2.47815], [2.70017, -7.00454, 2.43732], [1.14080, -7.55415, 1.77826], [3.49647, -3.36694, 5.94714], [3.87357, -4.94984, 5.16605], [4.05547, -4.69572, 3.70144], [2.23167, -5.66516, 5.38925], [4.38175, -2.73211, 5.88821], [2.66824, -2.88228, 5.42781], [3.23867, -3.52929, 6.99472], [1.48208, -5.03716, 4.90394], [2.01480, -5.75393, 6.45524], [2.22125, -6.65672, 4.93595], [7.71627, -6.49758, 0.87522], [6.73366, -7.88773, 0.27242], [5.49686, -7.32619, -0.34786], [6.28177, -8.51656, 1.90462], [8.07543, -5.93005, 0.01600], [7.10164, -5.85162, 1.50522], [8.57019, -6.87358, 1.44188], [5.75699, -7.74392, 2.47004], [7.18231, -8.82683, 2.43777], [5.62552, -9.37776, 1.77289], [-0.26273, -10.73961, 5.64017], [-0.18570, -8.93843, 5.54197], [1.14414, -8.57774, 4.95654], [-0.07901, -8.65772, 7.32320], [-0.29270, -11.14028, 4.62606], [0.61975, -11.12340, 6.15562], [-1.16789, -11.03563, 6.17239], [0.79514, -9.17150, 7.72904], [-0.98443, -9.02063, 7.80313], [0.01734, -7.58507, 7.49802], [-5.30008, -8.52127, 7.87809], [-3.99655, -9.75929, 7.71482], [-2.82298, -9.09211, 7.06807], [-4.82750, -10.73943, 6.44576], [-4.97754, -7.77325, 8.60315], [-5.47937, -8.03928, 6.91544], [-6.21368, -8.99968, 8.23533], [-5.03628, -10.11908, 5.57251], [-5.75640, -11.14570, 6.84960], [-4.16966, -11.56049, 6.15781], [5.46086, 8.40594, -6.13828], [5.98806, 9.90798, -5.28593], [4.76480, 10.56027, -4.73382], [6.45773, 10.81357, -6.77733], [5.08607, 7.70064, -5.39573], [4.66616, 8.63950, -6.84901], [6.31316, 7.96406, -6.65829], [5.60104, 10.89668, -7.44845], [7.27769, 10.29372, -7.27636], [6.78747, 11.81155, -6.48557], [3.72254, 0.37259, 7.99392], [2.26453, -0.32163, 8.80203], [1.89835, -1.57159, 8.06884], [1.12257, 0.97190, 8.26857], [4.56452, -0.29968, 8.16314], [3.54472, 0.46796, 6.92118], [3.94814, 1.34914, 8.42604], [1.10706, 1.02975, 7.17886], [1.43276, 1.92888, 8.69184], [0.12500, 0.72281, 8.63224]],
  "forces_ev_per_angstrom": [[1.417, -1.421, 0.481], [0.415, 0.353, -0.855], [-0.847, 0.910, 0.238], [0.812, -2.368, 1.145], [-3.529, 0.055, 0.571], [0.353, 0.401, -0.457], [1.342, -3.138, 0.290], [0.910, 1.255, 3.062], [1.085, 1.027, -3.028], [-0.490, 1.005, -1.395], [1.836, -3.774, 0.423], [-3.126, 4.335, -0.630], [-1.155, -0.998, 0.331], [-1.502, -0.165, -6.305], [-1.938, -0.057, 3.072], [3.342, 0.486, 4.973], [0.734, 1.284, 1.184], [-0.750, 1.374, -1.000], [-1.798, -0.542, 0.288], [-0.384, -0.506, -1.074], [0.182, 0.703, -1.700], [1.126, 1.597, 0.498], [0.803, -1.321, 1.104], [1.151, -0.440, -1.410], [0.106, 0.053, -0.004], [0.025, 0.110, -0.388], [-0.008, -0.355, 0.677], [0.146, -0.017, 0.039], [0.095, 0.094, 0.012], [-0.092, 0.062, -0.057], [-0.043, 0.064, 0.011], [-0.086, 0.014, -0.060], [-0.052, 0.013, -0.033], [-0.102, -0.058, -0.081], [-0.020, -0.018, -0.080], [-0.106, -0.190, 0.036], [0.270, 0.050, -0.234], [-0.055, 0.015, -0.117], [0.004, 0.151, -0.017], [-0.059, 0.104, 0.049], [-0.038, 0.019, 0.101], [0.009, -0.028, 0.096], [-0.018, -0.023, 0.082], [0.031, -0.089, 0.106], [-0.128, -0.048, -0.140], [0.157, -0.155, -0.182], [-0.002, -0.196, 0.339], [0.113, 0.136, 0.021], [-0.014, 0.218, 0.022], [-0.018, 0.092, 0.139], [0.120, 0.072, -0.052], [-0.135, -0.067, 0.008], [-0.015, -0.066, -0.117], [-0.146, -0.011, -0.093], [-0.020, 0.084, -0.203], [0.229, -0.023, 0.042], [0.084, -0.002, 0.309], [-0.121, 0.000, -0.006], [-0.100, -0.165, -0.072], [0.013, -0.130, 0.018], [-0.155, -0.016, -0.036], [0.057, 0.017, -0.076], [-0.012, 0.067, -0.074], [0.069, 0.072, -0.076], [0.075, 0.004, -0.062], [-0.233, 0.128, 0.138], [-0.055, -0.045, 0.340], [0.102, 0.003, -0.158], [-0.006, -0.120, -0.044], [0.021, -0.093, 0.022], [-0.027, 0.014, -0.083], [0.102, 0.074, 0.011], [0.095, 0.015, -0.028], [0.022, 0.075, 0.103], [0.001, 0.117, 0.075], [-0.241, 0.129, -0.079], [0.369, -0.103, 0.319], [-0.069, 0.025, 0.104], [-0.084, -0.128, -0.005], [-0.055, -0.076, -0.040], [-0.044, -0.038, -0.046], [0.020, 0.040, -0.087], [-0.007, 0.015, -0.068], [0.064, 0.084, -0.107], [0.078, -0.167, 0.012], [-0.069, 0.101, 0.141], [-0.107, -0.284, 0.135], [0.380, -0.075, 0.236], [0.026, 0.142, 0.030], [0.008, 0.100, -0.029], [0.030, 0.156, -0.017], [0.100, 0.049, -0.194], [0.150, 0.088, -0.163], [-0.009, -0.053, -0.150], [-0.012, 0.107, -0.049], [-0.169, 0.053, -0.102], [-0.817, -0.230, 0.017], [0.013, 0.011, -0.110], [0.067, -0.122, -0.043], [0.086, -0.071, 0.011], [0.088, -0.039, 0.002], [0.061, 0.042, 0.079], [0.071, 0.030, 0.047], [0.007, 0.091, 0.098], [-0.061, -0.038, -0.085], [-0.376, 0.043, 0.069], [0.525, -0.103, -0.233], [-0.018, 0.065, -0.127], [0.001, 0.153, 0.010], [-0.008, 0.049, 0.105], [0.021, 0.061, 0.055], [-0.023, -0.048, 0.098], [-0.025, -0.014, 0.060], [-0.046, -0.107, 0.084], [0.044, 0.007, -0.111], [-0.066, -0.086, -0.129], [0.122, 0.368, 0.094], [-0.053, 0.022, -0.086], [-0.131, -0.008, 0.057], [-0.070, -0.040, 0.056], [-0.045, -0.060, 0.024], [0.053, -0.075, 0.045], [0.024, -0.075, 0.021], [0.131, -0.069, 0.021]],
  "fmax_ev_per_a": 6.48,
  "e_homo_ha": -0.146,
  "charge": -1,
  "energy_ev": -188275.628,
  "e_lumo_ev": 0.83
}